Record 1
Formula: C7H14N
Source: the OMol25 dataset
Level of theory: ωB97M-V/def2-TZVPD

ORCA input file:
```
! RIJCOSX wB97M-V def2-TZVPD def2/J DEFGRID3
* xyz 1 1
C -1.494 0.099 1.011
C -2.432 -0.634 1.497
C -1.147 1.450 0.714
C -0.189 0.381 0.417
C 1.180 0.592 -1.879
C 0.866 -1.600 -0.960
C 0.152 -0.253 -1.214
N 0.904 0.327 1.408
H -2.510 -1.686 1.616
H -3.255 -0.065 1.701
H -1.708 2.011 0.054
H -0.799 2.201 1.502
H 2.247 0.386 -1.486
H 0.885 1.658 -1.919
H 1.137 0.319 -2.869
H 0.163 -2.505 -0.816
H 1.535 -1.551 -0.093
H 1.494 -1.802 -1.840
H -0.795 -0.350 -1.738
H 1.666 0.966 1.072
H 1.562 -0.543 1.419
H 0.538 0.598 2.402
*
```

Results
HOMO-LUMO gap: 10.479 eV
SMILES: C=C1C[C@]1([NH3+])C(C)C

Record 2
Formula: C22H23N3O7SZr
Source: the OMol25 dataset
Level of theory: ωB97M-V/def2-TZVPD

ORCA input file:
```
! RIJCOSX wB97M-V def2-TZVPD def2/J DEFGRID3
* xyz 0 1
Zr -0.323 0.091 -0.636
O -0.767 -0.877 3.830
C -0.247 -0.605 2.638
O -0.701 -1.031 1.603
C 0.973 0.278 2.719
O 1.558 0.406 1.448
C 2.627 -0.514 1.183
C 2.409 -1.215 -0.152
O 3.356 -1.547 -0.822
O 1.146 -1.377 -0.443
H -1.566 -1.411 3.687
H 0.661 1.257 3.082
H 1.669 -0.140 3.450
H 3.572 0.027 1.163
H 2.671 -1.279 1.962
C -0.664 3.942 -0.168
C -1.806 3.012 0.224
C -2.692 3.682 1.272
C -1.264 1.670 0.733
H -1.030 4.884 -0.584
H -0.015 3.486 -0.918
H -0.055 4.185 0.712
H -2.414 2.833 -0.667
H -2.131 3.837 2.200
H -3.559 3.062 1.510
H -3.057 4.657 0.938
H -2.097 1.093 1.164
H -0.608 1.915 1.581
N 3.603 0.017 -5.815
C 3.374 0.455 -4.778
C 3.100 1.020 -3.483
C 3.934 1.989 -2.934
C 3.629 2.497 -1.687
C 2.508 2.019 -1.030
N 1.711 1.091 -1.559
C 1.994 0.595 -2.766
H 4.801 2.329 -3.482
H 4.245 3.252 -1.221
H 2.226 2.387 -0.052
H 1.328 -0.164 -3.160
O -0.844 -1.331 -2.414
C -1.938 -1.555 -1.851
O -2.127 -1.029 -0.685
C -3.003 -2.360 -2.479
C -3.080 -2.418 -3.866
C -4.091 -3.157 -4.460
C -5.001 -3.848 -3.671
C -4.915 -3.794 -2.286
C -3.922 -3.038 -1.686
H -2.357 -1.879 -4.463
H -4.168 -3.194 -5.538
H -5.785 -4.430 -4.140
H -5.627 -4.335 -1.676
H -3.850 -2.964 -0.609
S -2.052 2.303 -4.601
C -1.408 1.764 -3.239
N -0.930 1.374 -2.232
*
```

Results
HOMO-LUMO gap: 7.857 eV

Record 3
Formula: C5H9NS2
Source: the OMol25 dataset
Level of theory: ωB97M-V/def2-TZVPD

ORCA input file:
```
! RIJCOSX wB97M-V def2-TZVPD def2/J DEFGRID3
* xyz 0 1
C -0.454 -0.826 -0.845
C -0.297 -0.496 0.648
C 1.033 -1.030 1.104
C 0.781 1.585 0.143
C -0.266 0.923 1.085
H -2.612 -0.401 -1.600
H -0.906 0.283 -2.669
H -0.702 -1.950 -0.920
H 0.523 -0.604 -1.450
H 1.289 -1.925 0.574
H 1.004 -1.176 2.146
H 1.302 2.506 0.519
H 0.466 1.687 -0.833
H 0.091 0.952 2.085
N -1.480 -0.015 -1.533
S 2.136 0.408 0.365
S -1.908 0.081 1.182
*
```

Results
HOMO-LUMO gap: 9.079 eV

Record 4
Formula: C6H10
Source: the OMol25 dataset
Level of theory: ωB97M-V/def2-TZVPD

ORCA input file:
```
! RIJCOSX wB97M-V def2-TZVPD def2/J DEFGRID3
* xyz 0 1
C 1.493 0.201 -0.318
C 0.194 0.043 -0.965
C -0.912 -0.887 -0.504
C -0.824 -1.385 0.922
C -0.091 1.595 1.029
C 0.513 1.394 -0.239
H 1.666 -0.297 0.628
H 2.376 0.376 -0.924
H 0.192 0.207 -2.041
H -1.872 -0.388 -0.656
H -0.910 -1.745 -1.183
H 0.045 -2.027 1.080
H -1.723 -1.946 1.179
H -0.709 -0.535 1.618
H -0.447 2.627 1.053
H 0.728 2.196 -0.943
*
```

Results
HOMO-LUMO gap: 8.270 eV

Record 5
Formula: C3H5O3Sm
Source: the OMol25 dataset
Level of theory: ωB97M-V/def2-TZVPD

ORCA input file:
```
! RIJCOSX wB97M-V def2-TZVPD def2/J DEFGRID3
* xyz 1 7
O 0.299 -0.718 0.274
C -0.001 0.153 -0.651
C -0.586 -0.557 1.404
O 0.521 0.169 -1.760
O -0.945 0.981 -0.310
C -1.349 0.728 1.055
H 0.026 -0.469 2.306
H -1.225 -1.444 1.457
H -1.046 1.589 1.659
H -2.437 0.608 1.069
H 4.330 -0.312 -3.209
Sm 2.413 -0.729 -3.295
*
```

Results
⟨S²⟩: 12.009
HOMO-LUMO gap (spin up / spin down): 7.529 / 7.902 eV

Record 6
Formula: C20H28FN3O5S
Source: the OMol25 dataset
Level of theory: ωB97M-V/def2-TZVPD

ORCA input file:
```
! RIJCOSX wB97M-V def2-TZVPD def2/J DEFGRID3
* xyz 0 1
C 2.283 0.765 1.412
C 3.076 0.143 2.553
H 3.342 0.893 3.301
H 3.981 -0.335 2.165
O 2.314 -0.825 3.275
C 2.216 -2.045 2.713
O 2.684 -2.337 1.633
N 1.567 -2.927 3.514
C 0.688 -2.503 4.580
H 1.080 -1.594 5.032
C -0.728 -2.282 4.024
H -1.466 -2.504 4.794
H -0.863 -1.243 3.723
C -0.981 -3.178 2.792
N -0.553 -2.532 1.566
C -1.285 -1.573 0.969
O -2.380 -1.213 1.350
C -0.596 -0.940 -0.207
C 0.104 -1.657 -1.173
C 0.757 -1.037 -2.226
C 0.725 0.343 -2.315
C 0.023 1.068 -1.370
C -0.643 0.445 -0.336
H -1.183 1.036 0.388
S 0.014 2.855 -1.498
O -0.554 3.401 -0.297
O 1.323 3.289 -1.889
N -1.001 3.044 -2.812
C -2.399 2.850 -2.489
C -3.192 2.652 -3.778
C -2.991 3.850 -4.704
C -1.500 4.055 -4.959
C -0.769 4.218 -3.630
H 0.309 4.299 -3.768
H -1.126 5.125 -3.117
H -1.097 3.186 -5.482
H -1.333 4.939 -5.575
H -3.517 3.688 -5.646
H -3.405 4.745 -4.234
H -2.838 1.746 -4.273
H -4.248 2.526 -3.537
H -2.470 1.968 -1.850
H -2.788 3.712 -1.929
H 1.242 0.872 -3.098
H 1.287 -1.640 -2.946
F 0.145 -3.001 -1.105
H 0.373 -2.735 1.224
C -0.240 -4.504 2.945
H -0.591 -4.988 3.857
C 1.279 -4.259 3.018
H 1.749 -4.352 2.036
H 1.747 -4.990 3.686
H -0.467 -5.160 2.105
H -2.060 -3.342 2.696
H 0.687 -3.296 5.333
H 2.074 0.014 0.655
H 2.858 1.565 0.956
H 1.345 1.175 1.776
*
```

Results
HOMO-LUMO gap: 9.868 eV
SMILES: CCOC(=O)N1CCC(NC(=O)c2cc(S(=O)(=O)N3CCCCC3)ccc2F)CC1

Copy entry 4 word for word.
Formula: C6H10
Source: the OMol25 dataset
Level of theory: ωB97M-V/def2-TZVPD

ORCA input file:
```
! RIJCOSX wB97M-V def2-TZVPD def2/J DEFGRID3
* xyz 0 1
C 1.493 0.201 -0.318
C 0.194 0.043 -0.965
C -0.912 -0.887 -0.504
C -0.824 -1.385 0.922
C -0.091 1.595 1.029
C 0.513 1.394 -0.239
H 1.666 -0.297 0.628
H 2.376 0.376 -0.924
H 0.192 0.207 -2.041
H -1.872 -0.388 -0.656
H -0.910 -1.745 -1.183
H 0.045 -2.027 1.080
H -1.723 -1.946 1.179
H -0.709 -0.535 1.618
H -0.447 2.627 1.053
H 0.728 2.196 -0.943
*
```

Results
HOMO-LUMO gap: 8.270 eV

- What is the formula in the sixth record?
  C20H28FN3O5S